# 1
This record from the OMol25 dataset describes an isolated ion of composition C3H3F7N2P and charge -1. The level of theory is the ωB97M-V functional and the def2-TZVPD basis.

Last column: Löwdin charge in e.
CARTESIAN COORDINATES (ANGSTROEM)
N (3.3459, 0.1407, 0.3757)  -0.338
P (2.2328, -0.5094, -0.5327)  0.493
N (0.7228, 0.0448, -0.6569)  -0.158
C (0.0562, 0.6348, 0.3211)  -0.627
F (0.5009, 1.9087, 0.7082)  0.027
F (0.0041, -0.0421, 1.5794)  0.001
C (-1.4431, 0.8323, -0.0291)  -0.376
F (-1.5734, 1.4574, -1.2116)  0.123
F (-2.0521, 1.6156, 0.8936)  0.111
C (-2.2836, -0.4954, -0.0987)  -0.532
F (-1.5485, -1.5903, -0.2652)  0.158
F (-3.1662, -0.4394, -1.1121)  0.139
F (-2.9948, -0.6657, 1.0284)  0.141
H (3.5996, -0.4793, 1.1380)  -0.085
H (2.1309, -1.9110, -0.3143)  -0.037
H (2.6076, -0.5211, -1.8922)  -0.041

Summary:
Total charge = -1
Structure (SMILES) = N=[PH2][N-]C(F)(F)C(F)(F)C(F)(F)F
E_LUMO = 0.1392 Eh
Spin multiplicity = 1
Energy relative to the best compared isomer or geometry (same formula, charge and spin) = 0.0 kcal per mole
E_HOMO = -4.561 eV
Frontier orbital gap = 8.35 eV

---

# 2
This record from the OMol25 dataset describes C24H33As2CoN2OP as an isolated structure. The level of theory is the ωB97M-V functional and the def2-TZVPD basis.

Last column: Löwdin spin population.
CARTESIAN COORDINATES (ANGSTROEM)
Co (-0.3512, -0.2024, 0.9132)  2.655
C (3.2181, -1.3303, -0.1507)  0.013
As (1.4170, -1.8232, 0.3982)  0.053
C (1.7578, -3.2739, 1.6449)  0.013
C (0.6405, -2.7159, -1.1496)  0.008
C (1.4723, -3.4695, -1.9737)  0.001
C (0.9447, -4.1379, -3.0683)  0.001
C (-0.4157, -4.0766, -3.3308)  0.001
C (-1.2528, -3.3415, -2.5050)  0.001
C (-0.7280, -2.6465, -1.4179)  0.009
As (-1.9559, -1.5866, -0.3339)  0.060
C (-3.1592, -2.8877, 0.4686)  0.015
C (-3.1288, -0.7173, -1.6192)  0.012
H (3.8486, -2.2172, -0.1713)  0.002
H (3.6386, -0.6274, 0.5668)  0.000
H (3.2030, -0.8775, -1.1400)  0.000
H (2.3572, -4.0348, 1.1478)  0.002
H (0.8230, -3.7235, 1.9759)  0.000
H (2.3065, -2.8961, 2.5074)  0.000
H (2.5315, -3.5462, -1.7613)  0.000
H (1.5982, -4.7100, -3.7129)  0.000
H (-0.8314, -4.5981, -4.1826)  0.000
H (-2.3165, -3.3161, -2.7069)  0.000
H (-3.4923, -3.5832, -0.2997)  0.002
H (-4.0271, -2.3648, 0.8690)  0.000
H (-2.6717, -3.4453, 1.2652)  0.000
H (-3.7103, -1.4713, -2.1461)  0.002
H (-2.5503, -0.1373, -2.3351)  0.000
H (-3.8202, -0.0609, -1.0918)  0.000
C (-0.1388, 2.2518, 3.3758)  0.029
P (-0.7438, 0.5472, 3.1134)  0.112
C (-2.5095, 0.6373, 3.5427)  0.019
C (0.0586, -0.4139, 4.4314)  0.262
C (-0.6772, -1.3102, 5.2396)  0.044
C (-0.0598, -1.9271, 6.2963)  0.105
C (1.3228, -1.7110, 6.5354)  0.303
C (2.0683, -0.8353, 5.7195)  0.055
C (1.4548, -0.2186, 4.6645)  0.091
H (0.8908, 2.3758, 3.0422)  0.000
H (-0.2033, 2.4980, 4.4362)  0.001
H (-0.7769, 2.9337, 2.8110)  0.001
H (-2.6228, 0.9432, 4.5839)  0.003
H (-3.0170, -0.3122, 3.3766)  0.000
H (-2.9754, 1.3954, 2.9102)  0.000
H (-1.7325, -1.4748, 5.0694)  -0.001
H (-0.6358, -2.5718, 6.9481)  0.002
H (1.8147, -2.2444, 7.3413)  0.011
H (3.1162, -0.6561, 5.9211)  -0.001
H (2.0312, 0.4464, 4.0332)  0.001
N (-2.8787, 5.3430, -1.0440)  0.000
C (-2.4648, 4.3785, -0.2199)  0.000
O (-2.9651, 4.0952, 0.8560)  0.000
C (-1.2627, 3.5530, -0.6389)  0.003
C (-0.1239, 4.0175, -1.2842)  0.005
C (0.9681, 3.1641, -1.4110)  0.002
C (0.9018, 1.8959, -0.8690)  0.013
N (-0.2046, 1.4436, -0.2552)  0.060
C (-1.2628, 2.2549, -0.1637)  0.018
H (-3.6592, 5.9173, -0.7612)  0.000
H (-2.4729, 5.5178, -1.9464)  0.000
H (-0.0603, 5.0333, -1.6545)  0.000
H (1.8759, 3.4892, -1.8999)  0.000
H (1.7461, 1.2201, -0.9177)  0.002
H (-2.1440, 1.8845, 0.3498)  0.006

Summary:
Total charge = +3
E_LUMO (alpha / beta) = -0.3369 / -0.4829 Eh
Spin multiplicity = 5
E_HOMO (alpha / beta) = -17.062 / -17.091 eV
Frontier orbital gap (alpha / beta) = 7.89 / 3.95 eV

---

# 3
This record from the OMol25 dataset describes one molecule with the formula C4H4O2. The level of theory is the ωB97M-V functional and the def2-TZVPD basis.

Last column: Löwdin charge in e.
CARTESIAN COORDINATES (ANGSTROEM)
C (-0.9148, 0.5735, -1.9812)  0.125
C (-0.9494, 0.0194, -0.9129)  -0.091
C (-0.7691, -0.4553, 0.4661)  -0.182
O (0.1521, 0.4716, 1.0558)  -0.046
C (1.4600, 0.1408, 0.9467)  -0.336
O (1.9317, -0.9170, 1.2446)  0.098
H (-0.8836, 1.0838, -2.9180)  0.031
H (-0.3717, -1.4749, 0.5154)  0.125
H (-1.6973, -0.4204, 1.0412)  0.129
H (2.0423, 0.9785, 0.5424)  0.147

Summary:
Structure (SMILES) = C#CCOC=O
E_LUMO = 0.0328 Eh
Spin multiplicity = 1
Energy relative to the best compared isomer or geometry (same formula, charge and spin) = 43.8 kcal per mole
E_HOMO = -10.615 eV
Frontier orbital gap = 11.51 eV

---

# 4
This record from the OMol25 dataset describes a 5-piece molecular cluster, C27H42N4O5 overall at a distorted geometry. The level of theory is the ωB97M-V functional and the def2-TZVPD basis.

Last column: Löwdin charge in e.
CARTESIAN COORDINATES (ANGSTROEM)
C (6.7020, 2.6940, 1.9489)  -0.084
C (5.2442, 2.7357, 1.4329)  -0.187
C (4.9646, 1.7588, 0.2415)  -0.286
C (4.3789, 2.5098, -0.9607)  -0.047
C (4.0991, 0.6478, 0.7248)  -0.039
C (2.7938, 0.5650, 1.0250)  -0.056
C (1.7057, 1.5616, 0.7985)  -0.099
C (1.6571, 2.7125, 1.8145)  -0.064
C (0.5428, 3.6479, 1.4501)  -0.524
O (0.6997, 4.7717, 1.0271)  0.099
O (-0.6813, 3.1061, 1.6243)  0.099
C (2.5936, -0.7192, 1.7362)  -0.374
O (1.6577, -1.0831, 2.3775)  0.163
O (3.8066, -1.4078, 1.7553)  0.140
C (4.5972, -0.7561, 0.8226)  -0.375
O (5.3518, -1.3027, 0.0821)  0.185
H (7.2110, 3.6375, 1.7655)  0.068
H (7.2904, 1.9291, 1.4428)  0.068
H (6.7576, 2.4706, 3.0115)  0.068
H (5.0471, 3.7550, 1.1100)  0.105
H (4.6031, 2.4950, 2.2763)  0.097
H (5.9395, 1.3563, -0.0179)  0.126
H (3.9419, 1.8064, -1.6657)  0.083
H (5.2018, 2.9953, -1.4859)  0.085
H (3.6785, 3.2861, -0.6685)  0.073
H (1.7949, 1.9355, -0.2207)  0.081
H (0.7522, 1.0317, 0.8137)  0.129
H (1.4670, 2.2929, 2.8010)  0.137
H (2.5707, 3.2941, 1.7902)  0.107
H (-1.3057, 3.8441, 1.5439)  0.121
C (-2.9435, 3.4235, -1.2631)  -0.111
C (-3.9853, 2.6408, -0.4728)  -0.253
C (-5.3046, 2.4719, -1.2337)  -0.188
C (-5.9118, 3.7663, -1.5458)  -0.244
N (-6.3862, 4.7886, -1.7760)  0.140
H (-3.2821, 4.4414, -1.4674)  0.077
H (-2.0071, 3.4942, -0.7107)  0.057
H (-2.7322, 2.9303, -2.2135)  0.071
H (-4.1791, 3.1448, 0.4764)  0.111
H (-3.5938, 1.6506, -0.2345)  0.080
H (-6.0164, 1.8948, -0.6436)  0.117
H (-5.1373, 1.9379, -2.1704)  0.120
C (0.0208, -3.3839, 0.8873)  -0.104
C (-1.3801, -3.8406, 1.2699)  -0.256
C (-2.4345, -3.4782, 0.2169)  -0.184
C (-2.5282, -2.0310, 0.0111)  -0.225
N (-2.6018, -0.8923, -0.1384)  0.151
H (0.0710, -2.2994, 0.8031)  0.053
H (0.7436, -3.6851, 1.6435)  0.076
H (0.3268, -3.8205, -0.0661)  0.083
H (-1.6555, -3.3943, 2.2287)  0.114
H (-1.3859, -4.9234, 1.4006)  0.057
H (-3.4192, -3.8377, 0.5181)  0.114
H (-2.1880, -3.9431, -0.7390)  0.122
C (-4.0769, -9.3121, 2.0521)  -0.110
C (-3.2192, -9.0278, 3.2793)  -0.260
C (-2.5959, -7.6271, 3.2588)  -0.188
C (-1.7206, -7.4481, 2.1009)  -0.238
N (-1.0280, -7.3161, 1.1917)  0.160
H (-3.4836, -9.2815, 1.1375)  0.071
H (-4.5255, -10.3026, 2.1201)  0.072
H (-4.8841, -8.5831, 1.9591)  0.076
H (-2.4262, -9.7736, 3.3524)  0.112
H (-3.8277, -9.1195, 4.1802)  0.108
H (-2.0050, -7.4551, 4.1588)  0.119
H (-3.3746, -6.8632, 3.2197)  0.120
C (0.7012, 3.9657, -5.9903)  -0.109
C (-0.6347, 3.9136, -5.2587)  -0.254
C (-0.5279, 4.3411, -3.7896)  -0.181
C (0.3615, 3.4595, -3.0381)  -0.210
N (1.0394, 2.7270, -2.4673)  0.181
H (1.4225, 3.2769, -5.5487)  0.071
H (0.5766, 3.6857, -7.0359)  0.072
H (1.1269, 4.9703, -5.9594)  0.077
H (-1.0400, 2.9014, -5.3113)  0.113
H (-1.3496, 4.5708, -5.7560)  0.109
H (-1.5055, 4.3060, -3.3142)  0.085
H (-0.1565, 5.3645, -3.7185)  0.126

Summary:
Structure (SMILES) = CC[C@H](C)C1=C(CCC(=O)O)C(=O)OC1=O.CCCC#N.CCCC#N.CCCC#N.CCCC#N
E_LUMO = -0.0094 Eh
Spin multiplicity = 1
Energy relative to the best compared isomer or geometry (same formula, charge and spin) = 105.2 kcal per mole
E_HOMO = -10.102 eV
Frontier orbital gap = 9.85 eV

---

# 5
This record from the OMol25 dataset describes one molecule with the formula C15H30O2. The level of theory is the ωB97M-V functional and the def2-TZVPD basis.

Last column: Löwdin charge in e.
CARTESIAN COORDINATES (ANGSTROEM)
C (2.4184, -4.0935, 4.4483)  -0.116
C (2.4848, -4.5084, 2.9831)  -0.273
C (1.6417, -3.6190, 2.0686)  -0.233
C (0.1410, -3.7475, 2.3253)  -0.224
C (-0.7117, -3.0533, 1.2628)  -0.223
C (-0.5650, -1.5332, 1.2672)  -0.223
C (-1.5153, -0.8684, 0.2736)  -0.220
C (-1.3502, 0.6496, 0.2633)  -0.221
C (-2.3702, 1.3673, -0.6222)  -0.213
C (-2.2706, 1.0457, -2.1141)  -0.214
C (-0.9553, 1.4362, -2.7926)  -0.201
C (-0.6923, 2.9477, -2.8415)  -0.194
C (0.2377, 3.4406, -1.7335)  -0.200
C (0.4744, 4.9531, -1.8244)  -0.102
C (1.2013, 5.3183, -3.0921)  -0.555
O (0.7674, 5.9994, -3.9817)  0.105
O (2.4341, 4.7921, -3.1320)  0.104
H (3.0952, -4.7019, 5.0443)  0.067
H (1.4139, -4.2189, 4.8438)  0.063
H (2.7062, -3.0503, 4.5613)  0.073
H (2.1533, -5.5448, 2.8847)  0.104
H (3.5250, -4.4624, 2.6508)  0.102
H (1.9520, -2.5812, 2.2030)  0.105
H (1.8439, -3.8957, 1.0306)  0.113
H (-0.1039, -3.3291, 3.3030)  0.106
H (-0.1207, -4.8088, 2.3422)  0.113
H (-0.4444, -3.4391, 0.2758)  0.113
H (-1.7611, -3.3033, 1.4397)  0.111
H (0.4608, -1.2615, 1.0116)  0.110
H (-0.7692, -1.1549, 2.2719)  0.119
H (-2.5464, -1.1182, 0.5357)  0.119
H (-1.3190, -1.2686, -0.7226)  0.110
H (-1.4669, 1.0197, 1.2857)  0.115
H (-0.3369, 0.8969, -0.0572)  0.098
H (-2.2682, 2.4449, -0.4805)  0.098
H (-3.3734, 1.0930, -0.2849)  0.111
H (-2.4269, -0.0254, -2.2570)  0.100
H (-3.0878, 1.5598, -2.6269)  0.110
H (-0.9978, 1.0551, -3.8154)  0.108
H (-0.1204, 0.9352, -2.3009)  0.104
H (-0.2401, 3.2026, -3.8027)  0.113
H (-1.6413, 3.4846, -2.7837)  0.120
H (1.1993, 2.9290, -1.8085)  0.117
H (-0.1890, 3.2170, -0.7559)  0.100
H (-0.4739, 5.4906, -1.8046)  0.127
H (1.0901, 5.2734, -0.9820)  0.125
H (2.8772, 5.0354, -3.9596)  0.132

Summary:
Structure (SMILES) = CCCCCCCCCCCCCCC(=O)O
E_LUMO = 0.0280 Eh
Spin multiplicity = 1
Energy relative to the best compared isomer or geometry (same formula, charge and spin) = 2.7 kcal per mole
E_HOMO = -10.345 eV
Frontier orbital gap = 11.11 eV

---

# 6
This record from the OMol25 dataset describes a 2-piece molecular cluster, CH3ClNO overall at a distorted geometry. The level of theory is the ωB97M-V functional and the def2-TZVPD basis.

Last column: Löwdin charge in e.
CARTESIAN COORDINATES (ANGSTROEM)
C (0.4636, 0.0567, 0.1159)  -0.232
N (0.0214, -1.0410, -0.7571)  -0.028
O (0.5761, -1.2802, 0.5322)  -0.139
Cl (-2.9876, -0.0640, 0.0797)  -0.691
H (-0.2385, 0.5526, 0.6386)  0.011
H (1.3838, 0.6342, -0.1810)  0.110
H (-0.9561, -1.2647, -0.7820)  -0.029

Summary:
Total charge = -1
E_LUMO = 0.1566 Eh
Spin multiplicity = 1
Energy relative to the best compared isomer or geometry (same formula, charge and spin) = 86.4 kcal per mole
E_HOMO = -3.950 eV
Frontier orbital gap = 8.21 eV

---

| no. | E_tot (Ha) |
| --- | --- |
| 1 | -1266.123626 |
| 2 | -7313.783929 |
| 3 | -305.209679 |
| 4 | -1649.237821 |
| 5 | -740.055296 |
| 6 | -630.063828 |